17
Properties=species:S:1:pos:R:3 method="wB97M-V/def2-TZVPD" total_charge=+1 e_lumo_ev="-5.971 / -5.348" e_homo_ev="-14.373 / -13.769" de_lowest_ev=6.967 gap_ev="8.4 / 8.4"
C 1.758 1.683 -0.385
C -1.542 -0.213 -0.083
C -0.637 0.722 0.032
C -3.020 -0.054 -0.035
C 2.374 -1.308 0.300
N 0.699 0.431 -0.067
O 1.046 -0.865 -0.004
H 2.718 1.319 -0.544
H 1.043 2.429 -0.493
H -1.216 -1.293 0.014
H -1.066 1.738 0.207
H -3.445 -0.711 -0.874
H -3.399 -0.410 0.916
H -3.209 1.003 -0.247
H 3.244 -0.589 0.336
H 2.406 -2.155 -0.392
H 2.248 -1.726 1.319

97
Properties=species:S:1:pos:R:3 method="wB97M-V/def2-TZVPD" total_charge=+1 e_lumo_ev="-2.859 / -2.858" e_homo_ev="-10.095 / -10.094" de_lowest_ev=0.856 gap_ev="7.2 / 7.2"
Pd 0.379 0.190 0.321
C 0.501 4.358 -0.990
N 0.504 2.919 -0.741
P -0.770 1.987 -0.164
C -1.573 2.834 1.211
C -2.719 3.604 1.014
C -3.293 4.281 2.081
C -2.730 4.191 3.345
C -1.588 3.427 3.548
C -1.011 2.751 2.486
C -2.016 1.830 -1.447
C -3.172 1.106 -1.173
C -4.133 0.932 -2.153
C -3.945 1.488 -3.412
C -2.794 2.211 -3.689
C -1.826 2.378 -2.709
P 1.865 1.955 -0.326
C 2.910 3.017 0.709
C 2.824 2.920 2.095
C 3.559 3.769 2.908
C 4.391 4.721 2.338
C 4.491 4.821 0.956
C 3.758 3.971 0.144
C 2.824 1.708 -1.830
C 2.256 1.894 -3.085
C 2.980 1.581 -4.226
C 4.264 1.067 -4.116
C 4.829 0.871 -2.863
C 4.114 1.191 -1.721
H -0.502 4.682 -1.267
H 1.180 4.590 -1.812
H 0.813 4.913 -0.103
H -3.165 3.675 0.031
H -4.182 4.878 1.923
H -3.182 4.716 4.176
H -1.150 3.354 4.535
H -0.130 2.141 2.646
H -3.327 0.677 -0.189
H -5.028 0.365 -1.938
H -4.696 1.354 -4.179
H -2.644 2.640 -4.671
H -0.916 2.916 -2.941
H 2.188 2.164 2.542
H 3.488 3.680 3.984
H 4.970 5.382 2.970
H 5.144 5.559 0.511
H 3.848 4.047 -0.933
H 1.240 2.257 -3.167
H 2.535 1.726 -5.201
H 4.824 0.814 -5.006
H 5.830 0.467 -2.775
H 4.560 1.036 -0.744
O 1.866 -1.295 0.557
S 1.316 -2.649 0.102
C 0.945 -3.461 1.650
C 1.884 -3.547 2.671
C 1.507 -4.079 3.891
C 0.203 -4.526 4.083
C -0.727 -4.444 3.059
C -0.356 -3.904 1.832
C 2.775 -3.553 -0.366
C 3.916 -2.856 -0.716
C 5.033 -3.574 -1.117
C 4.991 -4.959 -1.181
C 3.830 -5.641 -0.840
C 2.710 -4.938 -0.428
H 2.893 -3.188 2.504
H 2.228 -4.150 4.695
H -0.084 -4.947 5.038
H -1.738 -4.799 3.210
H -1.072 -3.821 1.023
H 3.908 -1.776 -0.696
H 5.936 -3.046 -1.395
H 5.864 -5.512 -1.501
H 3.798 -6.721 -0.893
H 1.804 -5.464 -0.152
S -2.328 -1.167 3.896
C -1.825 -0.757 2.308
N -0.573 -0.450 2.166
C 0.102 -0.533 3.377
C 1.460 -0.265 3.571
C 1.971 -0.387 4.844
C 1.157 -0.777 5.918
C -0.182 -1.050 5.737
C -0.705 -0.920 4.452
H -2.521 -0.768 1.483
H 2.079 -0.005 2.724
H 3.020 -0.190 5.020
H 1.589 -0.867 6.906
H -0.807 -1.350 6.567
C 0.192 -0.822 -4.130
C 0.717 -0.815 -2.705
O 1.716 -1.475 -2.412
O 0.019 -0.108 -1.893
H 0.920 -1.262 -4.807
H -0.058 0.191 -4.444
H -0.729 -1.408 -4.161

104
Properties=species:S:1:pos:R:3 method="wB97M-V/def2-TZVPD" e_lumo_ev=0.361 e_homo_ev=-8.998 de_lowest_ev=7.123 gap_ev=9.4
C 4.537 -0.648 -1.152
O 3.614 -0.056 -0.298
H 5.250 0.220 -1.435
H 4.075 -1.189 -2.026
H 5.038 -1.439 -0.550
H 2.733 -0.391 -0.459
C -0.655 -3.308 -0.299
O 0.677 -3.422 -0.070
H -1.035 -2.330 0.065
H -1.181 -4.051 0.189
H -0.817 -3.388 -1.369
H 0.913 -4.230 -0.526
C 0.710 -0.130 -1.550
O 0.150 -0.865 -2.632
N 1.084 -0.699 -0.425
N 0.776 1.229 -1.462
H 1.004 -1.774 -0.224
H 1.120 -0.235 0.459
H 0.621 1.692 -2.353
H 0.949 1.742 -0.587
C 2.613 3.813 -0.014
C 2.215 2.830 1.157
C 2.296 3.480 2.526
O 1.044 2.392 0.935
H 1.812 4.319 -0.422
H 3.085 3.446 -0.913
H 3.411 4.522 0.329
H 3.010 2.148 1.182
H 1.429 4.130 2.693
H 3.161 4.127 2.653
H 2.229 2.695 3.230
H 0.539 2.188 1.770
C -3.579 1.605 0.249
C -2.552 2.100 -0.812
C -2.473 1.074 -1.937
O -2.855 3.152 -1.401
H -3.782 2.478 0.798
H -3.274 0.867 0.975
H -4.537 1.286 -0.131
H -1.695 2.196 -0.220
H -3.487 0.758 -2.286
H -1.917 0.216 -1.538
H -1.944 1.440 -2.854
H -2.038 3.729 -1.323
C 2.734 -1.712 2.353
C 3.167 -0.374 2.937
C 3.406 -0.327 4.384
O 4.150 0.213 2.445
H 3.425 -2.591 2.511
H 2.470 -1.556 1.294
H 1.860 -2.109 2.899
H 2.242 0.241 2.798
H 2.723 -0.967 5.024
H 3.365 0.696 4.817
H 4.300 -0.759 4.713
H 4.076 0.313 1.501
C 0.998 -4.278 -3.485
C 0.593 -5.555 -2.763
C 1.017 -6.853 -3.553
O 0.923 -5.665 -1.578
H 2.069 -4.315 -3.737
H 0.794 -3.376 -2.901
H 0.581 -4.325 -4.520
H -0.524 -5.563 -2.868
H 0.892 -6.765 -4.624
H 0.323 -7.606 -3.311
H 2.100 -7.145 -3.602
H 0.246 -6.272 -1.177
C -4.410 -1.326 -3.821
C -3.752 -2.698 -3.656
C -2.239 -2.469 -3.463
O -4.170 -3.414 -2.674
H -5.333 -1.461 -4.386
H -3.734 -0.517 -4.181
H -4.781 -0.995 -2.829
H -3.925 -3.316 -4.542
H -1.833 -1.882 -4.281
H -1.751 -3.447 -3.360
H -2.092 -1.901 -2.571
H -5.105 -3.429 -2.613
C -0.750 -0.259 2.179
C -1.173 0.759 3.212
C -1.280 -0.030 4.534
O -0.312 1.652 3.466
H -0.943 0.185 1.180
H -1.343 -1.213 2.047
H 0.272 -0.577 2.368
H -2.163 1.070 2.974
H -2.166 -0.687 4.615
H -1.283 0.720 5.354
H -0.351 -0.636 4.785
H -0.762 2.321 4.038
C -1.551 6.533 0.938
C -0.753 5.214 0.996
C -1.595 4.180 1.769
O -0.484 4.785 -0.156
H -1.216 7.417 0.370
H -1.457 6.903 1.894
H -2.623 6.459 0.718
H 0.141 5.354 1.598
H -1.487 4.404 2.836
H -1.266 3.176 1.821
H -2.653 4.044 1.470
H 0.116 4.011 -0.128

25
Properties=species:S:1:pos:R:3 method="wB97M-V/def2-TZVPD" multiplicity=2 e_lumo_ev="0.993 / -1.213" e_homo_ev="-8.082 / -7.942" de_lowest_ev=2.107 gap_ev="9.1 / 6.7"
N 1.139 1.408 -0.193
C 2.382 0.676 -0.197
C 2.548 -0.663 -1.102
C 2.483 0.026 1.175
N -0.781 -0.246 -0.385
C -3.042 -0.420 -1.004
C -2.040 0.250 0.024
C -2.536 0.097 1.481
H 1.337 2.215 -0.789
H 2.172 0.607 2.100
H 0.237 0.698 -0.331
H 3.338 1.177 -0.515
H 3.355 -1.393 -0.812
H 1.614 -1.255 -1.132
H 2.770 -0.434 -2.173
H 1.715 -0.800 1.004
H 3.483 -0.440 1.472
H -0.436 -1.122 -0.005
H -3.901 -0.979 -0.558
H -2.395 -1.171 -1.549
H -3.432 0.236 -1.784
H -2.010 1.324 -0.185
H -3.525 0.594 1.510
H -2.570 -0.979 1.691
H -1.905 0.593 2.257

132
Properties=species:S:1:pos:R:3 method="wB97M-V/def2-TZVPD" total_charge=-2 multiplicity=2 e_lumo_ev="3.016 / 2.953" e_homo_ev="-0.029 / -0.261" gap_ev="3.0 / 3.2"
N 3.971 1.804 0.410
H 4.843 2.268 0.624
H 3.974 0.914 0.886
H 3.997 1.618 -0.583
H 3.151 2.347 0.638
C 1.019 4.375 -4.967
C 0.666 4.783 -3.487
C 1.501 3.882 -2.472
C 2.995 4.295 -2.354
C 3.058 5.742 -2.033
C 2.271 6.720 -2.960
N 0.841 6.234 -3.175
O 0.067 7.125 -3.947
C 3.124 6.943 -4.157
C 2.230 8.062 -2.230
C -0.782 4.318 -3.212
H 0.645 3.364 -5.124
H 2.051 4.356 -5.320
H 0.500 5.087 -5.608
H 1.351 2.863 -2.828
H 1.124 3.804 -1.453
H 3.555 4.183 -3.282
H 3.474 3.712 -1.567
H 4.131 5.932 -2.007
H 2.745 5.773 -0.989
H 3.437 6.032 -4.668
H 4.102 7.350 -3.902
H 2.627 7.570 -4.898
H 1.600 7.880 -1.360
H 1.790 8.952 -2.680
H 3.223 8.402 -1.934
H -1.154 4.683 -2.255
H -0.906 3.239 -3.125
H -1.436 4.824 -3.922
C 0.327 -2.991 1.624
C -1.135 -2.320 1.450
C -1.402 -1.347 2.582
C -0.843 0.004 2.532
C -0.966 0.592 1.123
C -0.565 -0.244 -0.058
N -1.201 -1.600 0.108
O -1.229 -2.570 -1.044
C 0.993 -0.257 -0.267
C -1.017 0.514 -1.331
C -2.134 -3.429 1.677
H 0.740 -3.553 0.786
H 0.210 -3.786 2.361
H 1.046 -2.317 2.090
H -1.100 -1.793 3.530
H -2.452 -1.093 2.434
H 0.209 -0.103 2.797
H -1.224 0.731 3.249
H -0.419 1.535 1.105
H -2.027 0.819 1.027
H 1.522 -0.133 0.678
H 1.314 0.631 -0.813
H 1.275 -1.152 -0.822
H -2.089 0.426 -1.507
H -0.567 0.104 -2.235
H -0.670 1.546 -1.301
H -2.022 -4.328 1.071
H -3.159 -3.179 1.403
H -2.130 -3.776 2.710
O 4.103 0.769 -1.926
H 4.720 0.622 -2.643
H 3.642 -0.064 -1.832
O 1.030 -2.148 5.137
H 0.652 -2.830 4.582
H 1.591 -1.643 4.548
O -2.036 -6.563 3.782
H -2.370 -6.852 4.632
H -1.203 -6.137 3.985
O 2.855 -0.402 3.517
H 2.523 0.496 3.490
H 3.629 -0.355 4.078
O -1.026 -0.673 6.245
H -0.900 0.262 6.079
H -0.241 -1.088 5.888
O -3.023 -7.072 0.691
H -2.844 -6.679 1.545
H -2.691 -6.434 0.059
O 4.129 -2.278 -2.280
H 3.250 -2.596 -2.077
H 4.362 -2.721 -3.096
O -2.254 -5.599 -1.401
H -2.031 -4.681 -1.249
H -2.751 -5.594 -2.219
O 1.009 -6.941 2.704
H 0.939 -6.314 1.984
H 1.159 -6.401 3.479
O -3.937 -1.852 -2.013
H -4.362 -2.673 -2.262
H -3.152 -2.122 -1.537
O -1.693 3.257 4.657
H -1.527 4.137 4.320
H -2.441 2.943 4.149
O -2.927 3.176 0.980
H -3.234 2.703 1.754
H -2.600 2.492 0.396
O 0.186 1.826 5.802
H -0.366 2.506 5.416
H 0.891 1.698 5.167
O -0.634 -2.438 -3.964
H -1.359 -1.982 -4.390
H -0.876 -2.464 -3.039
O -3.818 0.070 5.425
H -3.098 -0.439 5.054
H -3.475 0.399 6.257
O -6.169 -4.058 -0.225
H -5.627 -4.044 0.564
H -6.118 -4.962 -0.535
O -5.055 -2.120 2.808
H -5.431 -2.983 2.632
H -4.109 -2.256 2.758
O -2.898 -1.109 -4.449
H -3.324 -1.076 -3.592
H -3.619 -1.208 -5.071
O 4.042 -0.608 1.102
H 3.562 -0.695 1.926
H 4.205 -1.509 0.824
O 1.998 -1.297 -4.304
H 1.152 -1.494 -3.901
H 1.839 -0.509 -4.823
O -4.580 -0.211 0.230
H -4.466 -0.266 1.179
H -3.894 -0.776 -0.127
O 2.136 -5.578 0.027
H 2.902 -5.522 -0.545
H 2.466 -5.340 0.894
O 1.691 -3.280 -1.632
H 1.572 -3.964 -0.973
H 0.852 -2.821 -1.657

| no. | calculated total energy (eV) |
| --- | --- |
| 1 | -8871.6134 |
| 2 | -101215.1766 |
| 3 | -49437.2248 |
| 4 | -9473.9604 |
| 5 | -75715.2943 |